# 1
Formula: C10H14O2
Source: the Open Molecules 2025 dataset
Level of theory: ωB97M-V/def2-TZVPD

The geometry in XYZ format:
```
26
Properties=species:S:1:pos:R:3:mulliken_charge:R:1
C -1.908 1.664 0.584 -0.95
C -0.610 1.872 0.275 -0.39
C -2.426 0.359 0.085 0.31
C 0.113 0.785 -0.287 0.57
C -1.291 -0.614 -0.042 1.37
C 1.526 0.484 -0.433 0.95
C -1.478 -1.432 -1.346 -1.55
C -1.156 -1.377 1.229 -1.45
C 2.241 -0.840 -0.270 -1.57
C 2.621 1.468 0.147 -1.49
O -3.593 0.083 -0.157 -0.58
O 0.687 0.673 -1.581 -0.60
H -2.661 2.230 1.016 0.51
H 0.077 2.652 0.458 0.31
H -1.117 -2.388 -1.086 0.34
H -0.859 -1.085 -2.077 0.39
H -2.614 -1.444 -1.433 0.40
H -0.822 -2.401 1.151 0.31
H -2.049 -1.378 1.872 0.33
H -0.459 -0.783 1.833 0.37
H 3.063 -0.891 -0.867 0.56
H 1.559 -1.592 -0.644 0.36
H 2.710 -1.050 0.799 0.31
H 3.369 1.369 -0.594 0.39
H 2.861 1.093 1.070 0.47
H 2.219 2.541 0.298 0.34
```

Values from the calculation:
calculated total energy = -539.75615 Eh
energy relative to the best compared isomer or geometry (same formula, charge and spin) = 4.613 eV

=====

# 2
Formula: C5H9NO3S
Source: the Open Molecules 2025 dataset
Level of theory: ωB97M-V/def2-TZVPD

The geometry in XYZ format:
```
19
Properties=species:S:1:pos:R:3:mulliken_charge:R:1
C 0.413 3.962 1.312 -0.54
C -0.346 2.869 1.136 0.01
C 0.358 -1.632 -2.629 -0.62
C -1.079 0.249 1.358 -0.88
C 0.990 -1.118 -0.366 0.02
N 0.955 0.165 -0.635 0.75
O 0.517 0.737 -1.579 -0.73
O 1.367 0.966 0.455 -0.51
O 0.682 -2.020 -1.316 -0.35
S 0.108 1.308 1.831 0.18
H -0.062 4.944 1.094 0.26
H 1.389 3.884 1.914 0.20
H -1.153 3.088 0.497 0.33
H 0.194 -2.518 -3.259 0.22
H 1.188 -1.083 -3.021 0.31
H -0.499 -0.894 -2.625 0.26
H -1.845 0.594 0.794 0.34
H -1.228 -0.442 2.080 0.39
H 1.232 -1.564 0.591 0.38
```

Values from the calculation:
calculated total energy = -874.28228 Eh
energy relative to the best compared isomer or geometry (same formula, charge and spin) = 8.854 eV

=====

# 3
Formula: C14H16
Source: the Open Molecules 2025 dataset
Level of theory: ωB97M-V/def2-TZVPD

The geometry in XYZ format:
```
30
Properties=species:S:1:pos:R:3:mulliken_charge:R:1
C 0.234 1.826 4.191 -1.11
C 1.724 0.601 0.922 -0.33
C 2.994 1.073 1.035 -0.35
C 0.843 0.766 2.080 -0.30
C 1.231 1.472 3.163 0.93
C 3.369 1.838 2.178 -0.59
C 2.535 1.930 3.257 -0.70
H 1.228 0.034 0.119 0.38
H 3.775 0.913 0.198 0.25
H -0.245 0.273 2.154 0.15
H 4.313 2.173 2.317 0.45
H -0.289 0.819 4.471 0.28
H -0.673 2.493 3.792 0.24
H 2.659 2.538 4.061 0.37
H 0.857 2.298 5.007 0.34
C -1.369 -3.254 -1.414 -1.52
C -0.616 -0.230 -3.587 -0.48
C -1.805 0.459 -3.655 -0.51
C -0.490 -1.352 -2.726 -0.35
C -1.653 -1.933 -2.110 1.00
C -2.923 -0.295 -3.187 -0.23
C -2.883 -1.537 -2.453 -0.53
H 0.350 0.240 -4.076 0.21
H -2.088 1.400 -4.146 0.35
H 0.517 -1.655 -2.555 0.42
H -3.903 0.159 -3.400 0.30
H -1.161 -4.075 -2.046 0.34
H -2.301 -3.551 -0.947 0.39
H -3.575 -2.262 -1.968 0.24
H -0.654 -3.161 -0.675 0.37
```

Values from the calculation:
calculated total energy = -542.96632 Eh
energy relative to the best compared isomer or geometry (same formula, charge and spin) = 2.899 eV